C10H11N in the gas phase, computed with ωB97M-V/def2-TZVPD.

Computed properties:
- relative energy (zero: lowest compared OMol25 entry of this formula, charge and spin) (kcal per mole) = 115.6
- HOMO (eV) = -8.10
- SMILES string = C=C=C(C)/C=C\C=C(\C)C#N

Structure (ORCA input):
```
! wB97M-V def2-TZVPD RIJCOSX def2/J DEFGRID3
* xyz 0 1
C 1.49945 0.02929 1.06172
C 0.07360 2.04702 -0.00793
C -0.96806 1.48374 0.68571
C 1.01386 1.43146 -0.74687
C -1.36721 0.13749 0.47451
C -0.38822 -0.81768 0.23781
C -0.24623 -2.09916 0.39868
C 1.45602 0.16470 -0.34194
C -2.82563 -0.23744 0.23276
C 2.36603 -0.67274 -1.19784
N 1.70438 -0.08788 2.17408
H -0.11016 3.15769 0.05101
H -1.71161 2.24489 1.11487
H 1.39158 2.04696 -1.62439
H 0.65363 -2.54586 0.14369
H -1.06226 -2.69245 0.98336
H -2.85824 -0.67472 -0.66439
H -3.50977 0.57733 0.28839
H -3.32928 -0.80964 1.04418
H 2.12382 -0.68999 -2.27187
H 2.66145 -1.68940 -0.70938
H 3.43284 -0.30362 -1.32615
*
```